{"formula": "C6H9MgO4", "method": "ωB97M-V/def2-TZVPD", "species": ["O", "C", "O", "O", "C", "Mg", "H", "H", "C", "C", "H", "H", "H", "C", "C", "O", "H", "H", "H", "H"], "xyz": [[-0.229, -2.757, -2.527], [-0.466, -2.238, -1.400], [-1.604, -2.349, -0.866], [0.531, -1.580, -0.832], [0.322, -0.772, 0.331], [-2.174, -3.536, -2.506], [-0.635, -1.079, 0.772], [1.196, -1.052, 0.930], [2.560, 0.928, 0.875], [1.308, 1.404, 0.847], [2.905, -0.095, 0.717], [3.386, 1.578, 1.175], [1.063, 2.307, 1.419], [0.189, 0.788, 0.071], [-1.133, 1.431, 0.486], [-2.168, 1.021, -0.385], [0.337, 0.941, -1.009], [-1.020, 2.528, 0.450], [-1.365, 1.150, 1.528], [-3.002, 1.381, -0.074]], "forces_ev_per_a": [[-0.124, -0.385, -0.183], [-0.256, 0.080, -0.465], [-0.330, -0.140, 0.279], [0.266, 0.464, -0.487], [-1.324, -0.025, 0.005], [0.533, 0.440, 0.291], [0.417, -0.192, 0.252], [-0.667, 0.486, 0.154], [0.348, 0.584, 0.730], [0.885, 0.275, -0.072], [-0.425, 0.320, -0.880], [-0.405, -0.137, 0.532], [0.386, 0.198, -0.706], [0.410, -1.531, 0.361], [0.024, -0.214, 0.153], [0.097, -0.158, -0.146], [0.024, 0.112, 0.280], [0.095, -0.234, 0.024], [0.078, 0.058, -0.144], [-0.031, 0.000, 0.022]], "s2": 0.750, "total_energy_ev": -20001.9911, "multiplicity": 2, "homo_ha": [-0.243, -0.348], "orbital_gap_ev": [6.99, 8.98]}

---

{"formula": "C6H2N", "method": "ωB97M-V/def2-TZVPD", "species": ["C", "C", "C", "C", "C", "C", "N", "H", "H"], "xyz": [[0.213, -1.747, 0.461], [1.339, -1.051, 0.322], [-0.797, -1.158, -0.197], [-0.255, 1.480, 0.095], [1.596, -0.125, -0.534], [0.035, 0.024, -0.334], [0.841, 1.995, 0.205], [-1.801, -1.394, -0.405], [-1.172, 1.976, 0.387]], "forces_ev_per_a": [[-0.986, -1.059, 0.486], [1.737, 1.211, 0.496], [0.599, 0.261, -0.715], [-0.522, -2.039, 0.181], [-0.493, 0.350, -0.064], [-1.032, 0.362, -0.390], [2.298, 1.143, 0.063], [-1.059, 0.080, 0.091], [-0.541, -0.309, -0.147]], "total_energy_ev": -7724.2244, "charge": 1, "homo_ha": [-0.592, -0.586], "orbital_gap_ev": [8.34, 7.84]}

---

{"formula": "C11H19NOPV", "method": "ωB97M-V/def2-TZVPD", "species": ["C", "C", "C", "C", "C", "V", "P", "H", "H", "H", "H", "H", "H", "H", "H", "O", "C", "C", "C", "C", "C", "C", "N", "H", "H", "H", "H", "H", "H", "H", "H", "H", "H", "H"], "xyz": [[-0.611, 0.433, -1.470], [-1.287, 1.641, -1.867], [-0.400, 2.751, -1.681], [0.904, 2.208, -1.522], [0.777, 0.784, -1.293], [0.938, -1.388, 0.788], [-0.038, -3.432, 0.040], [-0.970, -0.615, -1.442], [-2.308, 1.791, -2.156], [-0.679, 3.858, -1.705], [1.592, 0.026, -1.312], [1.790, 2.819, -1.400], [0.918, -4.347, -0.504], [-1.099, -3.741, -0.852], [-0.407, -4.294, 1.115], [0.307, 0.159, 2.057], [0.491, 0.125, 3.308], [0.571, 1.344, 4.207], [-0.668, 1.458, 5.083], [-0.521, 0.671, 6.390], [-0.461, -0.837, 6.182], [0.752, -1.288, 5.376], [0.596, -1.089, 3.917], [1.462, 1.269, 4.845], [0.686, 2.238, 3.590], [-0.838, 2.513, 5.325], [-1.560, 1.126, 4.533], [0.398, 1.004, 6.898], [-1.360, 0.904, 7.055], [-0.425, -1.327, 7.163], [-1.377, -1.188, 5.690], [1.656, -0.775, 5.724], [0.929, -2.358, 5.550], [0.612, -1.922, 3.339]], "forces_ev_per_a": [[0.414, 0.703, -0.907], [0.679, -0.133, 1.750], [0.436, -0.384, -0.936], [-0.740, -0.310, 1.380], [-0.286, 0.110, -0.290], [-0.496, 1.648, -0.997], [0.424, -0.597, 0.434], [-0.031, 0.824, -0.327], [-0.486, -0.333, 0.171], [0.492, -1.795, -0.289], [-0.288, 0.543, -0.084], [0.125, -0.211, 0.011], [-0.311, 0.145, -0.087], [0.138, 0.117, 0.191], [-0.123, 0.127, -0.340], [0.507, 0.018, 1.716], [-0.015, -1.048, -0.948], [0.160, 0.009, -0.745], [-0.449, 0.126, 0.536], [-0.241, 0.108, -0.047], [-0.032, -0.046, 0.209], [0.084, -0.263, -0.228], [0.310, 0.513, 0.710], [-0.115, -0.032, -0.208], [-0.027, -0.317, -0.155], [0.089, -0.160, -0.065], [0.178, 0.066, 0.095], [-0.203, -0.050, -0.035], [0.139, -0.004, -0.087], [0.046, 0.040, -0.148], [0.142, 0.020, 0.034], [-0.113, -0.026, -0.053], [-0.089, 0.278, -0.273], [-0.317, 0.315, 0.010]], "s2": 2.030, "total_energy_ev": -50222.9553, "multiplicity": 3, "homo_ha": [-0.199, -0.199], "orbital_gap_ev": [4.55, 4.44]}